Record 1
C31H81BeN6O9 | ωB97M-V/def2-TZVPD

Atoms and positions in Å:
1 Be -12.89195 5.82305 -30.13836
2 C -11.27691 3.28834 -32.20877
3 C -11.77467 4.40086 -33.10241
4 C -12.61045 3.83911 -34.25869
5 O -12.41227 5.41569 -32.39318
6 H -10.69575 3.54681 -31.32613
7 H -10.54467 2.66987 -32.75537
8 H -11.99741 2.49327 -31.97984
9 H -10.88060 4.86455 -33.55966
10 H -11.89219 3.26906 -34.85560
11 H -13.02893 4.62360 -34.88862
12 H -13.41982 3.17279 -33.95043
13 C -11.62443 2.81455 -28.78730
14 O -11.30562 4.15854 -29.13141
15 C -10.03332 4.57989 -28.65440
16 C -9.66229 5.82221 -29.44336
17 N -10.73575 6.79926 -29.31778
18 C -10.52350 8.03802 -30.05240
19 C -11.82748 8.76704 -30.25982
20 O -12.56361 8.15272 -31.30040
21 C -12.21727 8.48028 -32.63554
22 H -11.11322 2.15035 -29.48882
23 H -12.70007 2.66687 -28.79281
24 H -11.26117 2.49649 -27.80633
25 H -9.28694 3.80002 -28.83366
26 H -9.93059 4.88433 -27.60340
27 H -9.66549 5.58874 -30.51275
28 H -8.68053 6.20735 -29.15935
29 H -10.74679 7.04409 -28.32700
30 H -10.20325 7.70992 -31.04136
31 H -9.87730 8.74692 -29.53095
32 H -11.61080 9.76680 -30.65677
33 H -12.51614 8.85070 -29.41788
34 H -12.73357 7.81846 -33.32923
35 H -11.17336 8.32548 -32.91084
36 H -12.63279 9.48492 -32.75423
37 C -13.86748 2.51632 -37.82746
38 O -14.48920 1.36541 -37.29014
39 C -15.24803 1.54468 -36.11415
40 C -16.16935 0.34694 -35.94457
41 N -17.26382 0.60390 -35.00322
42 C -16.87898 0.32310 -33.63358
43 C -18.09328 0.69736 -32.79242
44 O -17.95668 0.18323 -31.48591
45 C -19.14924 0.37649 -30.73929
46 H -13.14378 2.14111 -38.54326
47 H -13.26817 2.97597 -37.02224
48 H -14.59714 3.28379 -38.09455
49 H -15.88399 2.43915 -36.07307
50 H -14.47443 1.62881 -35.33764
51 H -15.62279 -0.57326 -35.73727
52 H -16.59914 0.15033 -36.93200
53 H -17.68461 1.49117 -35.23782
54 H -16.03281 0.84560 -33.15691
55 H -16.73882 -0.75337 -33.55266
56 H -18.89065 0.10838 -33.27690
57 H -18.45165 1.73198 -32.85687
58 H -19.55191 1.39063 -30.83376
59 H -19.07769 0.05920 -29.70487
60 H -19.86855 -0.26631 -31.26665
61 C -11.71883 -2.54069 -33.06027
62 C -10.56950 -1.55529 -33.16539
63 C -10.17901 -1.19728 -34.59948
64 O -11.31971 -0.87526 -35.43347
65 C -12.06499 0.31160 -35.18659
66 N -10.73101 -0.28296 -32.39323
67 H -12.27116 -2.48934 -32.12256
68 H -11.39648 -3.53686 -33.34836
69 H -12.46395 -2.19165 -33.78116
70 H -9.61166 -1.91513 -32.75631
71 H -9.87520 -2.11613 -35.10233
72 H -9.53839 -0.32896 -34.77538
73 H -11.91643 0.74794 -34.19801
74 H -13.06227 0.11043 -35.56255
75 H -11.60060 1.11854 -35.78181
76 H -9.97600 0.35735 -32.60113
77 H -10.66075 -0.66951 -31.45700
78 C -4.88994 8.90217 -35.60674
79 C -5.01220 7.45915 -35.07796
80 C -6.39990 6.90788 -35.16172
81 O -7.29906 7.61310 -34.28202
82 C -8.62626 7.26641 -34.58880
83 N -4.03649 6.58332 -35.75606
84 H -4.88431 8.96928 -36.69584
85 H -4.04401 9.39801 -35.13393
86 H -5.77614 9.49033 -35.34355
87 H -4.67366 7.44390 -34.03821
88 H -6.42657 5.87146 -34.80490
89 H -6.84175 6.93413 -36.16497
90 H -8.94529 7.50380 -35.60786
91 H -9.16096 7.82385 -33.81505
92 H -8.93334 6.22379 -34.41622
93 H -3.18613 7.12846 -35.83280
94 H -4.35976 6.38808 -36.69894
95 C -16.79350 3.74940 -31.40947
96 C -15.56894 4.62538 -31.21041
97 C -15.93905 5.91976 -30.52373
98 O -14.90510 6.89421 -30.65276
99 C -15.19447 8.09812 -29.93663
100 N -14.59880 3.90704 -30.40138
101 H -17.49863 4.32146 -32.02203
102 H -17.35926 3.55466 -30.49491
103 H -16.55966 2.81187 -31.90765
104 H -15.08236 4.89215 -32.15040
105 H -16.15900 5.96513 -29.45136
106 H -16.82863 6.26547 -31.06372
107 H -14.66335 8.87097 -30.48008
108 H -14.80945 8.16765 -28.91649
109 H -16.26082 8.31801 -29.96685
110 H -15.09120 3.36155 -29.69307
111 H -14.08982 3.14225 -30.84175
112 C -6.14037 3.77146 -32.61814
113 C -6.68412 2.33980 -32.44584
114 C -7.69532 2.21556 -31.31530
115 O -7.34320 2.81586 -30.09160
116 C -6.54224 1.97182 -29.28609
117 N -7.19494 1.78692 -33.69933
118 H -6.97870 4.42691 -32.88521
119 H -5.46464 3.77544 -33.47295
120 H -5.70300 4.16407 -31.70291
121 H -5.85370 1.72344 -32.07978
122 H -7.95661 1.15773 -31.19437
123 H -8.58864 2.76388 -31.63484
124 H -5.77887 1.41966 -29.84187
125 H -7.19968 1.23384 -28.80921
126 H -6.01936 2.54353 -28.52117
127 H -7.88430 2.43856 -34.07770
128 H -6.43196 1.92553 -34.35948

Values from the calculation:
Relative energy (zero: lowest compared OMol25 entry of this formula, charge and spin) in kcal/mol: 0.00
Frontier orbital gap in eV: 6.421
Charge: +1
Lowest unoccupied orbital energy in eV: -3.9

Record 2
C31H85O28P5 | ωB97M-V/def2-TZVPD

Atoms and positions in Å:
1 C 6.66953 -2.34566 17.18183
2 O 7.01859 -0.98684 17.14678
3 P 7.10681 -0.30007 15.66406
4 O 6.03066 -0.69913 14.76577
5 O 7.13218 1.29989 15.96866
6 C 7.97763 1.76334 17.06949
7 O 8.58680 -0.60925 15.10722
8 C 8.89970 -0.14098 13.80294
9 H 7.34955 -2.85964 17.86116
10 H 6.77435 -2.86271 16.22800
11 H 5.68548 -2.45924 17.63663
12 H 8.46440 2.69741 16.78900
13 H 8.83143 1.11857 17.27780
14 H 7.35285 2.06889 17.90877
15 H 9.83167 0.41980 13.73180
16 H 8.05447 0.29961 13.27421
17 H 9.10207 -1.06974 13.26951
18 C 19.34468 2.35280 4.03350
19 O 19.77800 1.03268 3.66556
20 P 19.00578 -0.00816 2.72575
21 O 18.64039 0.61641 1.40902
22 O 17.83691 -0.63889 3.67837
23 C 16.57792 -0.12972 3.84301
24 O 20.12063 -1.21692 2.63761
25 C 19.84881 -2.48930 2.13790
26 H 19.96618 3.13493 3.59748
27 H 19.30946 2.40871 5.12150
28 H 18.31042 2.53727 3.74298
29 H 16.37171 0.18186 4.86698
30 H 15.77889 -0.82448 3.58427
31 H 16.37141 0.77833 3.27653
32 H 20.46243 -2.83999 1.30809
33 H 18.80231 -2.47046 1.83363
34 H 19.84929 -3.21670 2.94969
35 C 14.24651 5.56727 9.82583
36 O 13.91128 5.04501 11.16047
37 P 14.94700 5.25918 12.35305
38 O 14.67419 4.57248 13.65461
39 O 14.98745 6.87095 12.43947
40 C 14.02422 7.42260 13.36390
41 O 16.37732 4.77588 11.72507
42 C 16.51083 3.39388 11.25080
43 H 14.28214 4.75255 9.10260
44 H 15.21342 6.06961 9.79680
45 H 13.57807 6.34304 9.45234
46 H 14.51404 7.90654 14.20888
47 H 13.21846 6.82457 13.78962
48 H 13.44377 8.17638 12.83193
49 H 17.50332 2.98784 11.44629
50 H 16.30941 3.26175 10.18775
51 H 15.76008 2.79617 11.76775
52 C 8.02689 6.08752 7.11359
53 O 8.51370 7.45004 7.19631
54 P 7.42591 8.54049 7.73986
55 O 6.37715 8.90808 6.70830
56 O 6.84436 7.87383 9.11227
57 C 7.77474 7.50545 10.11029
58 O 8.35111 9.68691 8.37418
59 C 9.50029 10.25689 7.70586
60 H 6.94196 6.13160 7.20891
61 H 8.47357 5.49192 7.90972
62 H 8.20108 5.68266 6.11666
63 H 8.77911 7.55030 9.68918
64 H 7.57832 6.57338 10.64016
65 H 7.88260 8.22549 10.92148
66 H 10.40789 10.17076 8.30332
67 H 9.26942 11.31134 7.55445
68 H 9.67238 9.79310 6.73458
69 C 21.94422 8.82172 14.98645
70 O 23.30573 9.26446 14.96614
71 P 24.06785 9.36627 13.48753
72 O 23.36848 10.27658 12.55354
73 O 25.66885 9.67679 13.79555
74 C 26.37022 8.77271 14.64655
75 O 24.03829 7.76167 13.06609
76 C 23.37843 7.41729 11.88434
77 H 21.46247 8.56574 14.04279
78 H 21.38266 9.64876 15.42090
79 H 21.88500 7.97616 15.67175
80 H 27.19393 9.34965 15.06695
81 H 26.74752 7.92402 14.07605
82 H 25.78072 8.44354 15.50225
83 H 23.44367 6.32997 11.92403
84 H 23.94930 7.76027 11.02145
85 H 22.30548 7.60798 11.90682
86 C 19.77389 -3.77344 8.89610
87 O 18.45636 -3.70556 9.46175
88 C 17.58640 -4.66290 9.03856
89 C 16.18358 -4.50600 9.66966
90 O 15.31259 -3.56477 9.01336
91 C 14.30516 -4.18262 8.18002
92 H 20.19906 -4.75388 9.11074
93 H 20.40085 -3.03653 9.39807
94 H 19.73768 -3.58886 7.82245
95 H 18.07506 -5.62607 9.18559
96 H 17.54838 -4.52915 7.95747
97 H 16.44366 -4.03499 10.61761
98 H 15.70359 -5.43161 9.98741
99 H 13.73622 -4.84104 8.83646
100 H 14.64040 -4.83586 7.37442
101 H 13.60148 -3.49733 7.70746
102 C 12.80499 16.15580 13.87827
103 O 11.68740 16.49640 14.69339
104 C 11.91676 17.52831 15.71047
105 C 10.83752 17.60842 16.83244
106 O 9.70420 18.32585 16.37458
107 C 8.71916 18.37154 17.41863
108 H 13.63870 15.88577 14.52643
109 H 13.09001 17.07217 13.36144
110 H 12.42211 15.34878 13.25359
111 H 11.94332 18.49994 15.21721
112 H 12.84795 17.28677 16.22297
113 H 11.16648 18.21226 17.67816
114 H 10.52364 16.60757 17.12887
115 H 8.33173 17.40939 17.75371
116 H 7.83388 18.92694 17.10894
117 H 9.13254 18.91623 18.26747
118 C 14.55190 8.25396 3.63033
119 O 15.75520 8.54168 4.25164
120 C 16.14916 9.85989 3.93432
121 C 17.26049 10.32705 4.79140
122 O 16.79784 10.22851 6.12575
123 C 17.72008 10.53598 7.12532
124 H 13.66498 8.63757 4.13462
125 H 14.36092 7.18142 3.66614
126 H 14.52933 8.59330 2.59474
127 H 15.29542 10.53695 3.96283
128 H 16.44263 9.79719 2.88645
129 H 17.44743 11.37688 4.56558
130 H 18.10003 9.66282 4.58627
131 H 17.38191 10.04044 8.03536
132 H 17.80687 11.60017 7.34454
133 H 18.74599 10.21709 6.94118
134 C 12.26732 7.66738 20.42001
135 O 11.75547 8.84824 19.83545
136 C 10.73060 9.44584 20.62075
137 C 10.13735 10.58421 19.73793
138 O 9.47830 10.01787 18.59941
139 C 8.98349 11.01702 17.64890
140 H 13.03214 7.26880 19.75347
141 H 11.52083 6.87635 20.49163
142 H 12.66888 7.82838 21.42048
143 H 11.11804 9.91967 21.52268
144 H 9.91981 8.72962 20.75401
145 H 10.93067 11.21274 19.33334
146 H 9.47406 11.22625 20.31752
147 H 8.28057 11.74805 18.04838
148 H 8.46188 10.46905 16.86421
149 H 9.82291 11.51658 17.16524

Values from the calculation:
SMILES string: COP(=O)(OC)OC.COP(=O)(OC)OC.COP(=O)(OC)OC.COP(=O)(OC)OC.COP(=O)(OC)OC.COCCOC.COCCOC.COCCOC.COCCOC
Frontier orbital gap in eV: 9.731
Charge: 0
Lowest unoccupied orbital energy in eV: 0.0

Record 3
C31H88O21 | ωB97M-V/def2-TZVPD

Atoms and positions in Å:
1 C -25.88739 12.73943 11.98610
2 C -26.19191 12.41436 10.52540
3 C -26.88477 11.06338 10.43576
4 O -27.01614 13.40990 9.92028
5 H -25.36484 13.70603 12.08848
6 H -25.11590 12.06241 12.36523
7 H -26.77185 12.80299 12.62171
8 H -25.21000 12.29338 10.03977
9 H -26.16322 10.30217 10.74835
10 H -27.14203 10.85938 9.39173
11 H -27.78263 10.92348 11.03694
12 H -26.69089 14.27604 10.19799
13 C -20.54000 15.95370 4.48026
14 C -21.40354 17.08860 4.99622
15 C -21.10482 17.64012 6.38060
16 O -21.43967 18.18518 4.05150
17 H -20.72999 15.80559 3.41982
18 H -20.81450 15.03348 5.00414
19 H -19.46588 16.06833 4.66693
20 H -22.43544 16.73843 4.90994
21 H -20.53873 16.95193 7.00450
22 H -22.02463 18.00913 6.82405
23 H -20.47588 18.52114 6.21888
24 H -20.52618 18.43353 3.85464
25 C -22.77296 14.22069 10.37463
26 C -21.93294 13.32386 11.21979
27 C -21.29325 13.87926 12.46391
28 O -22.58299 12.05476 11.50880
29 H -23.11456 13.79274 9.43425
30 H -22.18455 15.09023 10.07915
31 H -23.64600 14.56542 10.91928
32 H -21.10984 12.96809 10.57024
33 H -20.66059 13.09905 12.90382
34 H -22.01419 14.29316 13.16788
35 H -20.49692 14.62142 12.31841
36 H -22.12004 11.66006 12.26276
37 C -20.12892 8.58292 14.48177
38 C -21.13953 9.21365 13.50914
39 C -22.47187 9.66649 14.05868
40 O -20.51859 10.43241 12.89880
41 H -19.70640 9.36127 15.12494
42 H -19.31739 8.06211 13.99134
43 H -20.65525 7.94107 15.20300
44 H -21.27402 8.52209 12.65599
45 H -22.27550 10.35791 14.89084
46 H -23.13349 8.89382 14.43587
47 H -22.95449 10.25394 13.27956
48 H -19.60668 10.19933 12.63170
49 C -16.54352 14.10016 5.96854
50 C -17.38111 13.32962 6.95670
51 C -18.75803 13.99231 7.07157
52 O -17.57025 11.97926 6.46024
53 H -17.05604 14.34290 5.03744
54 H -15.56980 13.67005 5.69784
55 H -16.16918 15.03884 6.40764
56 H -16.87742 13.32003 7.93522
57 H -19.24902 14.02592 6.10263
58 H -18.64037 15.02467 7.41613
59 H -19.41151 13.42412 7.73314
60 H -18.32550 11.64302 6.97523
61 C -16.78323 11.58043 14.47553
62 C -16.53721 11.06814 13.09132
63 O -17.67600 10.34574 12.67430
64 O -17.98069 12.31771 14.57272
65 H -15.92025 12.16043 14.78176
66 H -16.90197 10.68030 15.09141
67 H -15.63680 10.46041 12.98723
68 H -16.38202 11.92511 12.42340
69 H -17.60091 10.11990 11.73896
70 H -18.62744 11.89864 13.98005
71 C -21.55636 9.61711 9.43112
72 C -21.04814 10.78184 8.63162
73 O -19.87255 10.51604 7.86335
74 O -21.86750 8.58159 8.48385
75 H -22.44220 9.96170 9.97784
76 H -20.81414 9.23677 10.14510
77 H -20.82435 11.64493 9.25298
78 H -21.86449 11.12874 7.97938
79 H -20.08296 9.80489 7.23816
80 H -22.34554 7.87836 8.93535
81 C -27.23512 16.80059 11.45902
82 C -26.37709 17.09931 10.24905
83 O -25.40590 16.05251 10.03546
84 O -26.41513 16.77066 12.62868
85 H -27.70695 15.81786 11.25816
86 H -28.12233 17.44800 11.52771
87 H -25.85430 18.05283 10.42146
88 H -26.95902 17.23639 9.33700
89 H -24.79293 16.23249 10.80627
90 H -26.88328 16.29459 13.32295
91 C -22.36418 18.52484 13.16764
92 C -23.10563 18.31725 11.87634
93 O -23.52831 16.95784 11.75852
94 O -23.31668 18.53625 14.23330
95 H -21.81693 19.47580 13.15707
96 H -21.64847 17.72026 13.36097
97 H -22.48464 18.56806 11.02324
98 H -23.97714 18.98199 11.92537
99 H -24.16517 16.77511 12.48063
100 H -22.93606 18.14977 15.01953
101 C -26.33728 14.03791 6.33320
102 C -25.21788 15.02953 6.59137
103 O -24.49521 14.83804 7.81181
104 O -27.55914 14.47033 6.92932
105 H -26.15375 13.05389 6.77498
106 H -26.38312 13.86980 5.25685
107 H -25.61666 16.04770 6.53476
108 H -24.45021 14.92024 5.81407
109 H -25.05136 15.21288 8.53463
110 H -27.43902 14.27523 7.87211
111 C -19.02778 15.56436 14.61571
112 C -18.95016 15.22913 16.08769
113 O -19.57420 16.19543 16.91784
114 O -18.52670 16.87122 14.35399
115 H -20.03292 15.58548 14.18921
116 H -18.52976 14.77202 14.04679
117 H -17.86896 15.16559 16.29210
118 H -19.43331 14.26522 16.23650
119 H -19.16714 17.04867 16.71267
120 H -17.56912 16.81707 14.25500
121 C -23.24926 14.29041 15.73820
122 C -23.84274 14.70640 17.06140
123 O -24.60736 15.93485 16.98606
124 O -22.39852 13.11963 15.82401
125 H -22.66482 15.08991 15.23030
126 H -24.03738 14.16448 14.97152
127 H -23.05408 14.74734 17.83269
128 H -24.55114 13.94654 17.42036
129 H -23.97943 16.64418 16.77672
130 H -22.74807 12.63468 15.06715
131 C -24.13686 9.88492 5.72110
132 C -24.38080 10.85671 6.84546
133 O -23.57636 12.00250 6.69318
134 O -22.91929 9.14331 5.84694
135 H -24.11607 10.36961 4.75067
136 H -24.94412 9.13895 5.74676
137 H -24.35158 10.39139 7.83456
138 H -25.40834 11.21310 6.67861
139 H -24.00229 12.80542 7.02739
140 H -22.78732 8.95542 6.78956

Values from the calculation:
Relative energy (zero: lowest compared OMol25 entry of this formula, charge and spin) in kcal/mol: 32.02
Frontier orbital gap in eV: 9.758
Charge: 0
Lowest unoccupied orbital energy in eV: 0.1

Look up the frontier orbital gap of the first one. 6.421 eV

Among the records above, which one has the lowest lowest unoccupied orbital energy? C31H81BeN6O9